This record from the OMol25 dataset describes 2 unconnected molecules or ions with the total composition CH6NO2 at a distorted geometry. The level of theory is the ωB97M-V functional and the def2-TZVPD basis.

```
! RIJCOSX wB97M-V def2-TZVPD def2/J DEFGRID3
* xyz -1 1
O -0.549 -2.452 -0.854
H -1.487 -2.346 -0.679
N 0.602 -0.140 -0.103
C 0.485 1.179 0.177
O -0.583 1.460 1.288
H -0.184 -1.488 -0.787
H 1.516 -0.529 0.056
H 1.360 1.726 0.557
H 0.037 1.798 -0.619
H -1.197 0.793 0.963
*
```

Properties
HOMO level   -2.593 eV
Total energy   -246.913406 Ha
HOMO-LUMO gap   7.37 eV